Entry 1:
The following is a quantum chemistry calculation of C52H51N3PPdS as an isolated structure in a non-equilibrium geometry, from OMol25.

```
109
Properties=species:S:1:pos:R:3:forces:R:3:mulliken_charge:R:1
Pd -0.2519 -1.3095 0.5484 0.90 -1.09 -0.05 -0.871
S -3.1457 1.6425 -0.9847 -0.12 0.15 -0.29 -0.275
P -0.8012 -0.8599 2.6302 -0.17 0.34 0.17 2.445
N 0.0879 -1.4402 -1.5542 -0.08 0.07 -0.01 -0.076
N -2.7509 0.4975 0.0239 -0.34 0.38 0.69 -0.116
N 1.8450 -0.7435 0.3519 -0.26 0.36 -0.09 0.534
C 0.6598 4.1316 -1.0806 0.00 -0.02 0.00 -0.992
C 6.9301 -0.5059 0.9084 0.01 0.01 0.01 -2.051
C -1.6907 2.6934 -0.9787 0.16 -0.20 -0.12 0.749
C -2.1220 -3.4882 -0.2412 0.17 -0.04 -0.02 -0.076
C -1.7422 4.0533 -1.2479 -0.05 0.06 0.04 -0.646
C -5.9833 4.4816 -0.3467 -0.09 0.09 0.00 -0.395
C -4.1731 -2.5541 4.2521 -0.02 -0.04 -0.05 -1.035
C -4.5408 -3.3569 3.2004 0.00 0.03 0.04 -0.740
C 2.3478 -0.9450 -0.8837 0.02 -0.07 0.02 -0.185
C -1.3388 0.8996 2.5332 0.06 0.21 0.12 0.381
C 0.6932 2.7632 -0.8373 -0.01 0.01 -0.01 -0.573
C 1.1218 -2.1008 4.0863 0.00 0.02 0.01 -0.640
C 1.0605 -0.3253 6.2284 0.03 -0.02 -0.01 -0.753
C -2.6624 -2.5567 1.8841 0.06 0.02 -0.02 1.015
C 2.0390 -2.3673 -6.0512 0.01 -0.01 -0.01 -1.528
C 6.1107 -0.6517 -0.3734 0.01 -0.01 0.01 1.830
C 4.6176 -0.6805 -0.0894 -0.01 0.02 0.00 0.400
C -4.2796 2.8098 -0.1729 -0.01 -0.09 0.02 -0.143
C 6.5179 -1.9545 -1.0786 0.01 -0.01 0.00 -1.592
C -3.0266 -1.7441 4.1543 0.00 0.00 -0.03 -0.192
C -0.8574 -1.5584 -2.4897 0.02 -0.08 0.02 -0.869
C -2.1563 3.6138 2.0686 0.11 0.03 0.03 -0.941
C 0.7012 -1.2616 -4.2887 0.00 -0.01 0.03 0.416
C 1.6734 -1.1049 -3.2987 -0.03 0.01 0.00 -0.628
C -0.4595 1.9619 2.4629 0.10 -0.26 0.18 0.187
C 0.3070 -0.9658 4.0337 0.04 -0.10 0.04 1.056
C 6.3988 0.5458 -1.2929 0.00 0.00 -0.01 -1.533
C -5.3953 3.7564 1.8356 -0.08 0.05 -0.06 -0.598
C 4.0729 -0.4652 1.1731 0.00 -0.02 -0.02 -0.746
C -0.5543 4.7719 -1.2858 0.00 0.02 0.01 -0.677
C 1.8024 0.1334 -6.0343 0.00 0.01 -0.01 -1.568
C 0.2785 -0.0797 5.1103 -0.01 0.06 -0.01 -0.415
C -0.1326 -1.3046 -6.6712 -0.01 0.00 -0.01 -2.078
C -3.7911 -3.3993 2.0011 -0.02 -0.06 -0.05 0.615
C 1.8972 -2.3426 5.2078 0.01 0.01 0.00 -0.792
C -2.3120 -1.7427 2.9808 0.02 -0.03 0.21 -0.400
C -0.8548 3.3117 2.2270 -0.18 0.10 0.07 -1.226
C 3.7088 -0.9231 -1.1220 -0.01 0.00 0.03 -0.588
C 1.8648 -1.4564 6.2774 0.00 0.02 0.00 -0.573
C -3.2493 -4.3439 -0.1379 -0.04 -0.04 0.02 -1.052
C -2.6857 1.1707 2.2935 -0.01 -0.22 -0.82 -1.861
C -1.8198 -2.5658 0.7268 -0.54 0.29 -0.21 -0.949
C -0.5994 -1.4806 -3.8441 0.01 0.00 0.01 -1.208
C -4.0852 -4.2896 0.9374 0.04 0.05 0.02 -0.989
C -0.4848 2.0322 -0.7933 -0.03 0.02 0.02 0.597
C 1.3498 -1.1887 -1.9581 0.04 0.08 -0.01 -0.080
C 2.7029 -0.5102 1.3471 0.01 0.01 -0.02 -0.859
C -3.1917 2.5557 2.1901 -0.12 0.09 0.10 0.705
C 1.0868 -1.1969 -5.7566 -0.01 0.00 -0.01 1.850
C -6.1275 4.5878 1.0472 0.08 -0.12 0.00 -1.004
C -5.0867 3.5850 -0.9515 0.10 -0.02 -0.01 -0.238
C -4.4574 2.7518 1.2861 0.00 0.09 0.22 0.765
H -3.4394 -5.0507 -0.9349 0.01 -0.01 0.00 0.475
H -2.6741 4.5715 -1.4294 0.00 -0.02 -0.02 0.432
H 6.2623 -2.8290 -0.4786 0.00 0.00 0.01 0.360
H 6.0493 -2.0601 -2.0577 -0.01 0.00 0.00 0.342
H 1.5664 -3.3269 -5.8374 -0.01 0.00 0.00 0.383
H 1.0364 0.3592 7.0653 0.01 0.01 0.00 0.469
H -5.0519 1.8176 1.4300 0.00 0.00 -0.02 0.500
H 2.7345 0.2266 -5.4758 0.00 0.00 0.01 0.329
H 2.5235 -3.2231 5.2507 0.00 0.00 0.00 0.482
H -2.7071 -1.1550 5.0071 0.02 -0.01 0.00 0.561
H -4.9471 -4.9401 1.0085 0.00 -0.01 0.00 0.461
H -0.5807 5.8345 -1.4863 0.00 0.00 -0.02 0.474
H -2.4770 4.6438 1.9608 -0.03 -0.01 -0.10 0.492
H -6.8247 5.2950 1.4747 -0.02 -0.01 -0.01 0.502
H -1.8573 -1.7511 -2.1253 -0.01 0.04 -0.03 0.932
H 1.5800 4.6984 -1.1272 0.00 0.00 0.01 0.477
H 1.1660 0.9857 -5.7886 -0.01 0.00 0.00 0.344
H 2.4684 -1.6484 7.1542 0.00 0.00 0.00 0.444
H -0.0973 4.0825 2.1957 -0.01 0.02 0.01 0.523
H -4.7426 -2.5694 5.1712 -0.01 0.00 0.00 0.480
H 4.0804 -1.1169 -2.1168 0.00 -0.01 -0.01 0.581
H 6.1160 1.4866 -0.8174 0.00 0.00 0.01 0.359
H 6.7446 -1.3243 1.6065 0.00 -0.01 -0.01 0.440
H -1.4178 -1.6045 -4.5371 0.00 0.01 -0.01 0.576
H 0.6001 1.7737 2.6123 0.00 -0.03 -0.02 0.490
H -0.3501 0.8032 5.0894 -0.03 -0.03 0.00 0.346
H 2.6925 -0.8979 -3.5874 0.01 0.00 0.00 0.490
H 7.4653 0.5882 -1.5136 0.01 -0.01 0.00 0.448
H 1.6382 2.2538 -0.6932 0.01 0.00 0.00 0.582
H -5.0286 3.5347 -2.0325 0.01 0.01 0.00 0.609
H 5.8672 0.4646 -2.2426 0.00 0.00 -0.01 0.337
H -3.4135 0.3758 2.4088 -0.03 0.04 0.13 0.603
H 2.2734 -0.3696 2.3308 0.01 0.01 0.00 0.650
H 6.7342 0.4407 1.4156 -0.01 0.00 0.00 0.389
H 7.5963 -1.9584 -1.2342 0.00 0.01 -0.01 0.467
H -5.5402 3.7663 2.9113 0.04 0.00 0.01 0.534
H -3.6077 2.7040 3.2100 0.16 -0.06 0.06 0.713
H -0.4703 0.9685 -0.5949 0.00 0.00 -0.03 0.240
H 4.6998 -0.2774 2.0318 0.00 0.00 0.00 0.582
H -1.4815 -3.6146 -1.1045 -0.03 0.01 0.00 0.809
H -3.4078 -0.2786 -0.0733 0.17 -0.13 -0.17 0.286
H 2.3151 -2.3552 -7.1055 0.00 0.01 0.00 0.448
H -0.8465 -0.4966 -6.4978 0.00 0.01 0.00 0.406
H 2.9582 -2.3007 -5.4673 0.00 0.00 0.01 0.331
H 2.0516 0.1957 -7.0934 0.01 -0.01 0.00 0.463
H -5.4049 -4.0035 3.2927 0.00 -0.01 0.01 0.454
H -0.6474 -2.2599 -6.5561 0.00 0.00 0.01 0.401
H 7.9903 -0.5243 0.6594 0.00 0.01 0.00 0.421
H 1.1413 -2.7970 3.2545 -0.01 0.01 -0.01 0.365
H -6.5929 5.1124 -0.9856 0.00 0.01 0.00 0.484
H 0.1910 -1.2363 -7.7091 0.00 0.00 0.00 0.444
```
Forces are in eV/Å.

Calculated values
**ΔE to the lowest compared entry with this formula, charge and spin**: 0.000 eV
**HOMO level**: -0.533 Eh
**E**: -82800.316 eV
**Total charge**: +3
**LUMO**: -10.70 eV
**Orbital gap**: 3.82 eV

Entry 2:
The following is a quantum chemistry calculation of C52H52BrGeN3O7S5Sc as an isolated structure in a non-equilibrium geometry, from OMol25.

```
122
Properties=species:S:1:pos:R:3:forces:R:3:mulliken_charge:R:1
Br -2.7315 1.2607 4.3239 0.22 -0.02 -0.35 -0.072
Ge 0.1196 2.4434 -0.6309 0.20 1.83 -0.58 0.956
Sc -0.0747 -0.2571 0.1616 0.15 -1.23 0.21 -1.908
S -0.7459 -2.9459 -0.8762 -0.30 -0.18 -0.01 0.137
S 5.7584 0.8053 1.0769 -0.08 0.04 -0.05 1.420
S -2.6769 -1.1047 -3.2910 0.04 0.10 -0.06 0.186
S -4.8099 1.5338 -2.2094 0.06 0.00 0.03 -0.170
S -5.3424 -0.4422 1.1220 0.01 0.07 -0.01 -0.071
O 6.3144 -0.4792 1.4054 0.02 0.01 -0.06 -0.694
O -0.5331 0.6992 1.9879 -0.23 0.02 0.64 0.490
O -1.7390 -0.0497 -0.6188 -1.95 -0.18 -0.27 1.828
O 1.4194 -0.8249 -1.1332 0.76 0.00 -0.26 -0.789
O 2.0104 0.2932 0.6533 0.13 -0.12 -0.27 0.323
O 6.5737 1.9821 1.0648 -0.10 -0.04 -0.06 -0.758
O 0.2517 -1.3458 1.9700 -0.25 -0.02 0.29 -0.547
N 5.0810 0.6530 -0.4205 -0.05 -0.21 0.01 0.154
N -0.2772 -5.3222 -1.9300 -0.02 -0.01 -0.13 0.130
N 0.4486 -5.0701 0.2439 0.04 -0.01 0.05 0.318
C 0.4123 -4.4069 1.5376 -0.01 -0.09 -0.05 -1.278
C -4.5063 -2.8606 -3.0496 -0.08 -0.02 0.12 -0.789
C -2.3129 4.3874 -4.2377 -0.02 0.02 0.00 -0.930
C -3.9475 -1.8592 2.7052 0.10 -0.11 -0.02 -0.804
C -0.7149 -6.7064 -1.7723 0.02 0.06 -0.06 -1.215
C 0.2229 1.1069 -5.0167 -0.06 -0.07 -0.04 -0.851
C 0.0148 1.5184 -3.7320 -0.19 -0.06 0.06 0.547
C 4.7156 -0.6772 -0.9179 -0.16 0.12 0.28 -1.418
C 0.5238 -1.3784 4.6892 -0.45 -0.29 -0.17 -1.290
C -1.8004 4.1997 -1.8899 -0.02 0.02 -0.03 -0.275
C -0.2256 -0.3572 2.6074 -0.15 -0.08 0.43 1.849
C 4.3481 4.1363 -2.0928 0.00 0.05 0.03 -0.669
C -0.1547 -4.5117 -0.8370 0.10 0.04 0.12 -0.142
C 1.9057 3.0743 -1.2161 0.07 -0.33 0.17 0.263
C -4.5685 3.2891 -0.3779 0.11 0.03 0.11 -1.141
C -2.4641 4.8428 -2.9624 -0.02 -0.01 0.06 -1.137
C -3.8012 1.1530 -0.8727 0.06 -0.10 -0.13 -0.620
C -0.9894 3.1202 -2.1099 -0.03 -0.38 0.09 0.354
C -1.3342 0.1306 4.9173 -0.20 -0.83 -0.03 1.037
C -1.2707 2.8080 -5.8328 0.02 -0.01 -0.02 -0.906
C 2.7234 2.3590 -2.0921 0.04 0.04 -0.02 0.419
C -3.1440 -0.2165 -0.6685 -0.10 0.20 0.15 3.309
C -3.7122 -0.7694 0.6571 0.15 0.22 -0.01 -0.228
C 2.6475 2.5912 2.8556 0.08 -0.04 -0.09 -0.433
C -5.1976 -1.3477 2.5660 -0.08 0.00 -0.04 -0.752
C 2.2770 -0.5804 -0.2093 0.61 0.22 -0.35 1.113
C 3.5618 -1.3669 -0.1658 0.02 0.17 0.00 -0.349
C -3.5073 -1.1871 -1.7879 0.21 0.20 -0.02 -0.910
C -3.7649 2.1851 0.0163 -0.02 0.12 0.08 -0.350
C 3.5436 4.8596 -1.2214 0.00 -0.02 -0.01 -0.802
C 3.9238 0.1283 2.9833 0.03 0.10 -0.06 -0.877
C 0.5405 -1.5947 6.0527 0.03 -0.04 0.14 -0.570
C -3.1024 -1.5303 1.6055 -0.15 -0.09 -0.05 -0.323
C -0.8236 2.6213 -3.4362 0.00 0.10 -0.11 -0.238
C -4.4491 -2.1691 -1.8041 -0.08 -0.16 -0.04 -0.530
C -0.4274 1.7620 -6.0841 -0.01 0.05 -0.01 -0.859
C 2.1361 1.5936 3.6896 -0.10 0.09 0.09 0.793
C 0.8800 1.8412 4.4870 0.41 0.53 0.16 -1.022
C 2.7963 0.3713 3.7541 0.20 0.04 0.07 0.007
C 2.3336 4.3309 -0.7851 0.02 -0.05 0.00 -0.251
C -0.3906 -0.9536 6.8532 0.08 0.01 0.10 -0.844
C 4.3894 1.1224 2.1411 0.15 0.05 0.20 -0.386
C -0.3105 3.4569 0.9996 -0.12 -0.30 0.08 -1.367
C 1.5223 -6.0462 0.1029 -0.03 0.04 0.04 -1.266
C -0.3860 -0.5044 4.0928 -0.70 -0.57 0.05 -0.826
C -3.6005 -2.3866 -3.9470 0.05 0.07 -0.02 -0.667
C -5.1937 3.0710 -1.5677 -0.07 -0.07 -0.11 -0.514
C -1.3310 -0.1094 6.2867 -0.09 0.03 -0.16 -0.640
C 3.9333 2.8862 -2.5322 -0.03 -0.01 0.02 -0.570
C -0.6491 -4.7470 -3.2170 -0.02 -0.08 0.06 -0.981
C 3.7713 2.3667 2.0800 -0.06 -0.08 0.07 -0.448
C -1.4826 3.2709 -4.5108 0.10 -0.05 0.04 0.971
H 3.3686 -2.3411 -0.6154 0.06 -0.02 -0.01 0.701
H -6.0404 -1.4421 3.2371 0.10 0.02 -0.07 0.474
H 1.2350 -1.8761 4.0404 -0.22 -0.07 0.07 0.623
H 0.8705 0.2613 -5.2205 -0.03 0.04 0.03 0.480
H -4.6699 4.2008 0.2010 -0.01 -0.10 -0.08 0.395
H -3.6310 -2.4524 3.5547 -0.01 0.05 -0.06 0.450
H -0.2563 1.4320 -7.1021 -0.03 0.00 0.04 0.400
H -0.0003 1.7921 3.8356 0.41 0.37 0.17 -0.363
H -2.0952 -1.8883 1.5125 0.26 -0.12 -0.04 -0.092
H -0.3926 -1.1133 7.9251 -0.02 0.01 -0.06 0.402
H -3.0943 5.6998 -2.7554 0.00 -0.03 -0.02 0.410
H -0.5859 -7.0438 -0.7501 -0.01 0.01 0.01 0.413
H -0.3207 -5.4313 -4.0017 -0.01 -0.01 0.03 0.341
H -1.7310 -4.5987 -3.2984 0.02 0.02 0.04 0.353
H -1.7797 3.3115 -6.6481 0.02 -0.02 0.03 0.433
H -2.0790 0.3703 6.9043 0.05 0.00 -0.02 0.489
H 1.6828 -6.2890 -0.9424 0.00 0.02 -0.01 0.423
H 5.2976 4.5417 -2.4233 -0.06 -0.02 0.02 0.374
H -5.0759 -2.4067 -0.9543 0.05 0.03 -0.07 0.552
H -0.2620 4.5304 0.8083 0.00 -0.05 -0.06 0.814
H 3.8697 -1.4892 0.8721 -0.11 -0.08 -0.01 0.049
H 4.4382 -0.8253 3.0148 -0.01 0.06 0.07 0.630
H -3.4271 -2.7211 -4.9610 -0.02 0.04 0.11 0.485
H 1.7201 4.9100 -0.1016 0.08 -0.02 -0.06 0.300
H 0.7560 1.0991 5.2779 0.35 0.51 -0.04 0.305
H 1.1839 -3.6399 1.6256 0.02 0.03 -0.02 0.464
H 0.4665 0.9709 -2.9122 -0.01 -0.03 -0.03 -0.060
H 1.2754 -2.2577 6.4912 -0.02 0.00 -0.02 0.462
H 4.1623 3.1344 1.4199 -0.02 -0.01 0.09 0.568
H 1.3023 -6.9633 0.6537 -0.01 -0.01 0.00 0.332
H 4.3897 1.3814 -0.5889 0.17 -0.03 -0.09 -0.251
H 3.8581 5.8384 -0.8767 0.00 -0.05 -0.01 0.448
H -0.1667 -3.7835 -3.3495 0.02 0.00 0.01 0.242
H -1.3041 3.1920 1.3599 0.07 0.06 0.00 0.126
H 4.4703 -0.5846 -1.9759 0.03 0.11 -0.02 0.362
H 2.4464 -5.6231 0.5061 0.00 0.01 0.01 0.358
H -5.8627 3.7243 -2.1116 0.11 -0.03 0.09 0.471
H 2.4160 1.3777 -2.4419 0.09 0.08 0.05 0.359
H 2.4140 -0.4063 4.4072 0.42 0.42 -0.09 0.448
H 0.4153 3.1790 1.7624 -0.13 0.06 -0.06 -0.361
H 4.5607 2.3134 -3.2056 -0.03 0.02 0.01 0.334
H 0.8973 2.8344 4.9403 0.07 0.04 -0.01 0.588
H -0.1538 -7.3633 -2.4391 0.02 0.00 0.02 0.315
H -5.1955 -3.6694 -3.2582 0.06 0.05 0.01 0.408
H -1.7764 -6.7849 -2.0272 0.00 0.01 -0.01 0.356
H 0.5634 -5.1616 2.3128 0.01 0.02 -0.05 0.368
H -2.8221 4.8725 -5.0641 0.03 0.00 0.04 0.395
H 2.1494 3.5546 2.8096 0.11 -0.04 0.07 0.365
H 5.5981 -1.3040 -0.8255 0.02 -0.03 -0.08 0.570
H -3.2018 2.1368 0.9425 -0.08 -0.04 -0.05 0.796
H -0.5513 -3.9293 1.6864 -0.02 0.03 -0.02 0.258
H -1.9386 4.5847 -0.8843 -0.01 -0.02 -0.09 0.309
```
Forces are in eV/Å.

Calculated values
**2S+1**: 2
**ΔE to the lowest compared entry with this formula, charge and spin**: 1.407 eV
**HOMO level (spin up / spin down)**: -0.285 / -0.294 Eh
**E**: -275010.128 eV
**<S²>**: 0.75
**LUMO (spin up / spin down)**: 0.13 / -1.67 eV
**Orbital gap (spin up / spin down)**: 7.90 / 6.33 eV

> The lowest ΔE to the lowest compared entry with this formula, charge and spin belongs to which entry?

C52H51N3PPdS